a | C2H4ClOP | ωB97M-V/def2-TZVPD

Values from the calculation:
- gap between HOMO and LUMO (spin up / spin down) (eV) = 9.25 / 5.97
- HOMO energy (spin up / spin down) (Eh) = -0.3311 / -0.2487

The geometry in XYZ format:
```
9
C2H4ClOP, DFT ωB97M-V/def2-TZVPD
H 0.50403 0.50808 0.99531
C 1.08058 0.39337 0.02928
H 0.57408 1.22307 -0.53652
P -2.03811 0.90769 -0.19571
O -3.39154 0.44668 0.04012
Cl -1.02079 -1.15883 -0.30432
H 2.20365 0.43895 0.26472
H 1.34483 -1.80315 0.05313
C 0.74329 -0.95584 -0.34601
```


b | C2H4ClOP | ωB97M-V/def2-TZVPD

Values from the calculation:
- gap between HOMO and LUMO (eV) = 9.62
- SMILES = C=PCl.C=O
- HOMO energy (Eh) = -0.3530

The geometry in XYZ format:
```
9
C2H4ClOP, DFT ωB97M-V/def2-TZVPD
H -1.26541 1.49691 -2.47363
H 3.10261 -0.90685 1.58876
O 1.33018 -1.75007 1.77934
C 2.10238 -1.10964 1.13898
P -1.01055 1.45630 -0.07935
H 1.94228 -1.02643 0.07506
Cl -2.05990 0.41534 1.21294
C -1.65992 1.01191 -1.55094
H -2.48167 0.41253 -1.69116
```


c | C2H4ClOP | ωB97M-V/def2-TZVPD

Values from the calculation:
- gap between HOMO and LUMO (spin up / spin down) (eV) = 7.33 / 7.22
- HOMO energy (spin up / spin down) (Eh) = -0.3302 / -0.3284

The geometry in XYZ format:
```
9
C2H4ClOP, DFT ωB97M-V/def2-TZVPD
C 0.40471 0.38816 -0.03159
H 0.64152 0.03073 0.91789
O -4.21948 0.51535 -0.05032
P -1.98897 1.74967 0.04629
H -1.52583 -0.70696 -0.36017
Cl -4.07056 -1.11847 -0.03144
C -1.06313 0.33017 -0.11490
H 0.79531 1.48592 -0.02014
H 0.69529 -0.29819 -0.93968
```


Most stable: b (next structure +0.0758 hartree)


a | C4H9NO | ωB97M-V/def2-TZVPD

Values from the calculation:
- charge = -1
- gap between HOMO and LUMO (spin up / spin down) (eV) = 4.93 / 6.73
- ⟨S²⟩ = 0.783
- 2S+1 = 2
- HOMO energy (spin up / spin down) (Eh) = -0.0224 / -0.0904

The geometry in XYZ format:
```
15
C4H9NO, DFT ωB97M-V/def2-TZVPD
C -0.20538 -1.09163 -0.15276
N 0.90606 0.83252 1.04818
H -0.87970 1.18719 -0.79776
C 1.92290 0.82882 0.22338
O -1.07738 1.74964 -1.58718
H -0.28240 -3.11595 0.71396
H -1.70318 -2.23125 0.95646
C -0.14907 -0.06275 0.76107
H -1.50193 -2.88193 -0.61385
H 2.94494 0.94561 0.55815
H 0.12779 -1.07681 -1.19319
H 1.75324 0.46038 -0.79340
C -0.92650 -2.39272 0.19255
H -1.02697 0.20028 1.35454
H -1.60511 2.44197 -1.18023
```


b | C4H9NO | ωB97M-V/def2-TZVPD

Values from the calculation:
- charge = -1
- gap between HOMO and LUMO (spin up / spin down) (eV) = 2.68 / 8.16
- ⟨S²⟩ = 0.750
- 2S+1 = 2
- HOMO energy (spin up / spin down) (Eh) = 0.0359 / -0.1675

The geometry in XYZ format:
```
15
C4H9NO, DFT ωB97M-V/def2-TZVPD
H 1.34312 3.65507 -0.14495
H 1.16376 0.99838 1.38487
H -0.95654 -0.94308 1.92902
C -0.42768 -0.22989 1.31204
H -1.47543 -2.42163 0.10330
C -1.02719 -2.06843 -1.83718
H -1.35863 -3.03364 -2.16956
O 1.60221 2.83673 -0.61804
C -0.90965 -1.73623 -0.53986
H 2.56764 2.98491 -0.79196
H 0.11029 1.08781 2.78298
C -0.44094 -0.47673 -0.02418
H 0.00967 0.20994 -0.71704
H -0.66994 -1.44364 -2.65635
N 0.46930 0.58043 1.98690
```


Most stable: b (next structure +0.0076 hartree)


a | C2H4F2IN | ωB97M-V/def2-TZVPD

Values from the calculation:
- gap between HOMO and LUMO (spin up / spin down) (eV) = 7.83 / 7.83
- HOMO energy (spin up / spin down) (Eh) = -0.2845 / -0.2846

The geometry in XYZ format:
```
10
C2H4F2IN, DFT ωB97M-V/def2-TZVPD
H -1.45312 -1.13429 0.48401
H -0.16997 -0.56457 -1.53065
F 2.08741 -0.95737 -0.20192
C 1.35887 -0.01194 0.35759
F 0.98750 -0.57254 1.58285
H -0.92913 1.05773 -1.35428
H -1.84255 0.47540 0.76640
I 2.40815 1.85900 0.68153
C -0.77058 0.07034 -0.83476
N -1.67656 -0.22176 0.04924
```


b | C2H4F2IN | ωB97M-V/def2-TZVPD

Values from the calculation:
- gap between HOMO and LUMO (eV) = 9.34
- SMILES = NCC(F)(F)I
- HOMO energy (Eh) = -0.3436

The geometry in XYZ format:
```
10
C2H4F2IN, DFT ωB97M-V/def2-TZVPD
H 1.32328 0.29835 -0.84551
H -1.60866 0.69835 -1.39771
F -0.37767 0.38317 1.79242
I 2.43900 -0.84079 1.50951
N -0.82386 1.00977 -0.86195
C 0.20843 0.07307 -0.71675
F -0.34157 -1.69079 0.98875
H 0.09557 -0.76145 -1.51110
C 0.28834 -0.51098 1.01245
H -1.20285 1.34129 0.02988
```


Most stable: b (next structure +0.0614 hartree)


a | C20H50O5 | ωB97M-V/def2-TZVPD

Values from the calculation:
- gap between HOMO and LUMO (eV) = 10.26
- SMILES = CCOCC.CCOCC.CCOCC.CCOCC.CCOCC
- HOMO energy (Eh) = -0.3489

The geometry in XYZ format:
```
75
C20H50O5, DFT ωB97M-V/def2-TZVPD
H -0.80399 -0.59207 3.36665
H 0.11201 0.84593 -1.38635
C 4.32901 6.89193 0.81765
C 2.00801 -0.05307 -1.47235
C -2.02299 -2.03207 -2.72035
H -2.44399 -0.39007 2.76865
H -4.36599 0.21693 0.63865
C 4.88601 1.39793 1.19365
H -5.97099 -1.23207 1.16465
C -4.77199 -0.37607 -0.13135
H 3.55701 7.72293 1.10265
O 2.96701 5.40193 -0.23135
O 4.10601 0.27993 1.14165
H -5.54599 0.13793 -0.71735
H 1.93401 5.83893 -1.67435
H 3.31201 -1.94307 0.63065
H 5.95601 1.22993 1.10265
H -1.88099 -3.64007 0.31565
H -2.95399 -2.10107 -3.13435
H 5.11001 3.17693 -0.11835
H -6.92499 -5.45107 -1.07635
H 3.80901 6.80193 -1.34735
H 0.90201 0.63893 -3.02835
C -1.35899 -0.71007 -2.77635
C -1.90699 -4.95207 1.98365
C 4.55101 2.24693 -0.06435
C 2.34801 4.97193 -1.39235
H 4.55701 1.89993 2.00365
H 3.00301 4.65093 -2.32535
H 1.86601 3.21793 -0.88135
H -1.41899 -2.83607 -3.24135
H 2.31001 -1.14707 1.97065
O -1.65599 -2.70007 2.03065
H -0.34599 -3.84407 0.95065
H -2.13999 -2.30007 -1.83635
H 3.98501 -0.36907 3.04465
H 3.15601 -2.61407 2.32165
H -4.03599 -0.60407 -0.80235
H -7.31299 -3.24607 0.27165
H 4.23101 6.26393 1.61865
H -1.72499 -1.07807 0.60365
C -6.18099 -4.69107 -1.12835
C -1.33799 -0.39407 2.47365
C 4.28601 -0.62807 2.15465
C -1.36999 -3.73107 1.20065
H -5.81299 -4.04007 1.08365
H 0.47101 3.96593 -0.53335
H 2.47201 -0.63507 -2.31535
H 5.38501 -1.09507 2.15365
C 0.72501 0.28593 -1.97635
C -1.18699 -1.44707 1.46865
O -0.14199 -0.91907 -2.02135
H 4.98701 5.84793 -0.82335
O -5.46499 -2.44007 -0.48635
H 3.44701 2.57293 -0.00435
H -1.01799 0.52193 2.00665
C 1.26901 3.94793 -1.19335
H 2.43701 0.89693 -1.11635
H -1.91399 -0.01507 -2.27635
H 4.74901 1.80493 -1.06035
H 0.84101 3.63593 -2.07135
H -6.51799 -4.36207 -2.14935
H -1.06999 -0.56107 -3.82435
H 5.38001 7.38193 0.81765
C -6.27199 -3.55607 -0.02535
C 4.00801 6.17193 -0.41635
H -1.57499 -4.92707 3.17265
C -5.09699 -1.59307 0.55365
H -5.30299 -5.02807 -1.33935
H 2.00201 -0.59907 -0.61135
C 3.37801 -1.71207 1.79565
H -1.52299 -5.83907 1.52465
H -0.12599 -1.42107 1.08765
H -3.01499 -5.00707 2.10265
H -4.31899 -2.01507 1.09165
```


b | C20H50O5 | ωB97M-V/def2-TZVPD

Values from the calculation:
- gap between HOMO and LUMO (eV) = 10.23
- SMILES = CCOCC.CCOCC.CCOCC.CCOCC.CCOCC
- HOMO energy (Eh) = -0.3465

The geometry in XYZ format:
```
75
C20H50O5, DFT ωB97M-V/def2-TZVPD
C 2.02230 -0.76262 3.80589
C -0.26799 -4.37788 -2.77917
H 0.96542 -5.74204 -3.56304
H 1.42055 -1.74751 0.34350
H 2.96881 4.57889 0.93019
C 2.66037 6.70260 0.28449
C 0.56255 -3.18782 -0.96526
H 1.12713 0.00897 3.49685
H 2.05379 -0.89321 -4.20846
H 0.01292 -2.42821 7.38742
H 2.89256 -0.18335 4.02077
H -1.56451 -3.99059 6.98751
O 0.98599 4.95305 0.22974
H 0.38924 3.30186 -4.76703
H -0.37432 4.65854 1.63176
H -1.43808 4.24266 -0.50937
H 2.34854 -2.11829 5.41376
H 2.58988 -2.75050 -0.38512
H -2.86220 -2.32548 1.48130
H 0.76294 -0.49043 -5.02673
H 3.64994 6.99741 0.51039
C -3.02366 -0.74364 -0.72698
H 1.80394 -1.55149 -1.28414
C 0.07350 -2.86711 6.29609
H -1.78324 4.30619 -4.31014
H 1.80269 -0.63351 5.86142
C -2.42540 -0.17823 -1.86980
H -0.33518 -2.77962 -0.81883
H -2.15371 0.74065 -1.77020
H 2.05948 5.65665 2.05598
H 0.94753 1.15606 -2.59136
H -0.21954 3.22280 -3.13441
H -0.50232 -5.66523 -4.60034
C 0.96838 1.01849 -3.61887
H -3.87965 -0.27650 -0.24948
H -3.31808 -0.62881 1.82071
H -1.27641 2.64902 0.31402
H -3.17985 -1.79412 -1.03837
C -1.20518 -1.08860 2.54429
H 2.38835 -1.26151 2.84733
C 0.18959 3.99064 0.84476
H -1.20572 -3.65957 -3.05188
H 1.86993 1.52441 -3.97091
C 1.68210 -2.20678 -0.58719
H 0.41295 -1.28295 -3.54419
C 1.08428 -0.43685 -4.07305
C -2.46897 -1.26694 1.58299
C -1.54749 3.28042 -4.76559
H -3.03424 -0.25534 -2.74260
H 2.58235 6.58345 -0.59825
H 0.52481 -4.41719 -4.71062
H -0.44055 -1.57214 2.06728
H -1.20662 0.04884 2.53396
H 0.83770 3.20599 1.24600
H -1.42257 -1.41444 3.61590
O 0.86142 -3.76744 -2.19808
H -1.47708 3.28518 -5.89374
C 2.18960 5.38300 0.91423
H -1.43822 -3.94056 5.39562
C -1.22822 -3.24678 6.31102
H -0.20474 3.23415 -0.95768
H -1.38684 -0.49968 -2.12781
C -0.24003 2.92640 -4.16247
H -1.94820 -2.39121 6.25416
H 1.80535 7.33402 0.31153
C -0.77173 3.44703 -0.08306
H 0.66806 -3.76442 6.42484
H -2.21616 2.64429 -4.27641
O -2.00138 -0.69243 0.35890
H -0.58865 -4.86687 -1.93658
H 0.49585 -3.89137 -0.26411
C 1.71022 -1.42328 5.09947
C 0.13309 -5.10928 -4.02095
O 0.40613 -2.06572 5.16032
O -0.27349 1.55586 -4.20214
```


Most stable: a (next structure +0.0285 hartree)


a | C4H3NO2 | ωB97M-V/def2-TZVPD

Values from the calculation:
- gap between HOMO and LUMO (eV) = 9.79
- SMILES = O=Cc1ncco1
- HOMO energy (Eh) = -0.3668

The geometry in XYZ format:
```
10
C4H3NO2, DFT ωB97M-V/def2-TZVPD
H 2.45441 -0.79094 -0.76189
O -0.11929 0.86321 0.66339
C 2.02636 0.00679 -0.12770
H -2.14478 1.14910 1.01082
O 2.69219 0.82952 0.45224
H -2.34966 -1.08887 -0.67163
C -1.48484 -0.54712 -0.31762
C 0.55130 -0.04655 -0.07032
C -1.42146 0.53428 0.49824
N -0.20421 -0.90941 -0.67554
```


b | C4H3NO2 | ωB97M-V/def2-TZVPD

Values from the calculation:
- gap between HOMO and LUMO (spin up / spin down) (eV) = 6.97 / 6.96
- HOMO energy (spin up / spin down) (Eh) = -0.3360 / -0.3360

The geometry in XYZ format:
```
10
C4H3NO2, DFT ωB97M-V/def2-TZVPD
C 1.72655 -0.00283 0.68417
C -0.40406 -0.42761 0.01178
O 2.01322 -1.14012 0.33170
N -0.47242 -1.58468 -0.38229
H -1.36060 0.23581 -1.92251
H 0.07281 1.53164 0.85607
H 2.47183 0.63807 1.18750
C -1.69682 0.01899 -0.90208
C 0.40371 0.55402 0.53891
O -2.75422 0.17670 -0.40325
```


Most stable: a (next structure +0.1348 hartree)


a | C5H4 | ωB97M-V/def2-TZVPD

Values from the calculation:
- gap between HOMO and LUMO (eV) = 10.12
- SMILES = C#CC#CC
- HOMO energy (Eh) = -0.3384

The geometry in XYZ format:
```
9
C5H4, DFT ωB97M-V/def2-TZVPD
C -0.22255 1.47327 1.41152
H 0.73075 1.78572 2.00894
H -0.83159 0.79765 2.11286
C 0.05188 -0.22625 -0.65274
C -0.04364 0.50468 0.29389
H 0.47740 -3.13710 -2.74375
C 0.36158 -2.33803 -2.02248
C 0.18409 -1.27316 -1.48673
H -0.70792 2.41320 1.07849
```


b | C5H4 | ωB97M-V/def2-TZVPD

Values from the calculation:
- gap between HOMO and LUMO (spin up / spin down) (eV) = 8.47 / 8.47
- HOMO energy (spin up / spin down) (Eh) = -0.3316 / -0.3316

The geometry in XYZ format:
```
9
C5H4, DFT ωB97M-V/def2-TZVPD
H 1.82603 -1.34774 -0.26247
H -1.49704 0.09028 -0.93890
C -1.30584 -0.05948 0.21388
C -0.22028 -0.67768 0.99330
C -0.17617 0.70956 0.84273
C 1.27096 0.66577 0.31294
H -2.31252 0.08686 0.78242
C 1.16861 -0.64950 0.25673
H 1.83184 1.57594 0.17212
```


c | C5H4 | ωB97M-V/def2-TZVPD

Values from the calculation:
- gap between HOMO and LUMO (spin up / spin down) (eV) = 7.42 / 7.42
- SMILES = C=C1C2=C1C2
- HOMO energy (spin up / spin down) (Eh) = -0.2775 / -0.2776

The geometry in XYZ format:
```
9
C5H4, DFT ωB97M-V/def2-TZVPD
C -0.68642 -0.85843 -1.61727
C -0.03095 -0.31674 -0.51266
H 0.10026 0.67218 2.40778
H 1.73328 0.87010 1.78682
H -0.84366 -1.96577 -1.42785
C 0.24790 1.01774 0.26483
C 0.56958 -0.48610 0.66769
C 0.80311 0.61287 1.56240
H -0.83113 -0.32188 -2.47662
```


Most stable: a (next structure +0.1165 hartree)